The following is a DFT calculation (ωB97M-V with the def2-TZVPD basis set) of a molecular structure, C21H18ClN3ReS2 at a distorted geometry.

## Properties
Lowest unoccupied orbital energy (spin up / spin down)   -7.97 / -7.48 eV
Spin multiplicity   2
⟨S²⟩   0.77
Frontier orbital gap (spin up / spin down)   6.1 / 6.8 eV
Largest force on an atom   2.69 eV/A
Net charge   +2

Geometry (Å):
Re: -0.473 0.378 -0.461
C: 2.301 2.199 -0.508
C: 2.505 0.832 -1.076
C: 3.767 0.508 -1.590
C: 4.001 -0.724 -2.136
C: 2.974 -1.687 -2.140
C: 3.149 -2.983 -2.673
C: 2.141 -3.908 -2.605
C: 0.938 -3.582 -1.969
C: 0.739 -2.317 -1.449
S: -0.713 -1.923 -0.572
C: 1.737 -1.331 -1.560
N: 1.500 -0.059 -1.074
H: 2.737 2.949 -1.166
H: 2.818 2.268 0.452
H: 1.249 2.422 -0.355
H: 4.546 1.257 -1.548
H: 4.969 -0.972 -2.553
H: 4.100 -3.234 -3.126
H: 2.273 -4.896 -3.024
H: 0.154 -4.323 -1.876
Cl: -5.329 3.259 1.619
C: -3.820 2.448 1.743
C: -2.688 3.156 2.165
C: -1.462 2.533 2.200
C: -1.333 1.175 1.858
C: -0.028 0.531 1.667
C: -2.502 0.458 1.520
C: -3.736 1.097 1.453
H: -2.791 4.192 2.460
H: -0.586 3.082 2.528
H: 0.043 -0.478 2.065
H: 0.817 1.132 2.000
H: -2.443 -0.615 1.384
H: -4.630 0.544 1.197
S: -2.358 0.691 -2.025
C: -2.150 2.329 -1.713
N: -2.975 3.293 -2.197
C: -2.844 4.589 -1.841
C: -1.845 4.946 -0.982
C: -0.983 3.934 -0.544
N: -1.121 2.672 -0.913
H: -3.720 3.008 -2.822
H: -3.548 5.291 -2.266
H: -1.717 5.968 -0.664
H: -0.155 4.170 0.113

Atomic partial charges in e from the Mulliken method, atoms 1 to 2:
1 Re 0.485
2 C -0.342